No. 1
{"formula": "C28H27N3O5S", "method": "ωB97M-V with the def2-TZVPD basis set", "species": ["C", "O", "C", "C", "C", "C", "C", "C", "O", "C", "C", "C", "O", "C", "N", "C", "S", "C", "O", "C", "C", "C", "C", "C", "C", "C", "O", "H", "H", "H", "H", "H", "H", "H", "H", "H", "H", "H", "H", "H", "H", "H", "H", "H", "N", "C", "C", "C", "C", "H", "H", "H", "H", "H", "N", "C", "C", "C", "C", "H", "H", "H", "H", "H"], "positions_angstrom": [[5.0416, 0.3672, 2.9835], [3.7981, 0.8312, 3.4737], [3.0853, 1.6365, 2.5665], [1.6516, 1.2004, 2.3937], [0.6215, 1.9699, 2.9252], [-0.6937, 1.5902, 2.7312], [-1.0417, 0.4599, 1.9830], [-0.0175, -0.3044, 1.4150], [-0.2172, -1.4264, 0.6787], [-0.4952, -1.2526, -0.7183], [0.1968, -0.0748, -1.4082], [-0.6304, 1.2169, -1.3966], [0.3743, -0.4788, -2.7817], [1.3079, 0.0708, 1.6679], [2.3410, -0.7673, 1.0729], [2.6707, -1.7078, 1.7689], [3.1264, -2.9372, 2.5910], [-2.4797, 0.1089, 1.8493], [-2.9461, -0.4995, 0.9184], [-3.3608, 0.5524, 2.9685], [-4.5001, -0.1736, 3.2897], [-5.3091, 0.2402, 4.3412], [-4.9750, 1.3893, 5.0503], [-3.8344, 2.1139, 4.7331], [-3.0153, 1.6951, 3.6916], [-1.7857, 2.4223, 3.3115], [-1.6698, 3.6102, 3.4472], [5.8240, 1.1205, 3.0888], [5.3250, -0.4874, 3.5899], [4.9790, 0.0428, 1.9456], [3.5600, 1.6406, 1.5832], [3.0497, 2.6718, 2.9085], [0.8749, 2.8516, 3.4919], [-1.5644, -1.2043, -0.9089], [-0.1243, -2.1499, -1.2037], [1.2045, 0.1032, -1.0478], [-1.6590, 1.0361, -1.0988], [-0.2030, 1.8633, -0.6259], [-0.5360, 1.7538, -2.3330], [-0.5103, -0.4600, -3.1638], [-4.7475, -1.0618, 2.7296], [-6.1915, -0.3238, 4.5967], [-5.6015, 1.7357, 5.8585], [-3.5707, 3.0105, 5.2731], [4.4162, -1.5024, -1.4275], [3.5456, -1.2678, -2.4566], [4.2408, -1.3962, -3.6292], [5.5835, -1.7224, -3.2936], [5.6591, -1.7809, -1.9278], [4.1757, -1.4676, -0.4551], [2.5118, -1.0297, -2.2682], [3.8329, -1.2700, -4.6179], [6.3984, -1.8936, -3.9768], [6.4859, -1.9960, -1.2726], [-3.6095, -0.6353, -4.3842], [-3.1601, 0.2807, -5.2993], [-2.9899, -0.3651, -6.4933], [-3.3552, -1.7246, -6.2942], [-3.7336, -1.8591, -4.9858], [-3.8179, -0.4421, -3.4220], [-2.9998, 1.3085, -5.0215], [-2.6428, 0.0849, -7.4079], [-3.3411, -2.5123, -7.0283], [-4.0788, -2.7159, -4.4332]], "atomic_forces_ev_per_a": [[0.14, -0.07, 0.35], [-0.16, -0.29, -0.17], [-0.27, 0.25, -0.24], [-0.11, 0.01, 0.12], [0.18, -0.33, -0.31], [-0.18, 0.03, 0.03], [0.42, -0.03, -0.03], [0.05, 0.24, -0.01], [-0.27, 0.14, 0.16], [0.51, -0.20, -0.27], [-0.64, 0.07, -1.17], [0.79, 0.10, 1.17], [-0.17, 0.01, 0.33], [0.19, -0.23, -0.68], [-0.43, 0.45, 0.98], [0.22, -0.20, -0.38], [0.14, -0.22, 0.11], [-0.26, 0.09, 0.31], [0.05, -0.35, -0.46], [0.22, 0.00, 0.20], [-0.17, 0.11, 0.13], [0.36, 0.21, -0.19], [0.09, 0.07, 0.01], [0.00, 0.06, -0.23], [-0.51, -0.47, 0.11], [0.01, -0.32, -0.10], [0.17, 0.75, 0.35], [0.01, 0.17, -0.12], [-0.01, -0.09, 0.08], [-0.05, 0.03, -0.16], [0.12, -0.07, -0.08], [0.21, 0.10, 0.14], [-0.18, 0.17, 0.07], [-0.21, 0.10, 0.29], [0.15, -0.16, 0.15], [0.06, -0.09, 0.23], [-0.24, -0.01, -0.29], [-0.17, 0.21, 0.03], [-0.12, -0.05, -0.20], [0.06, -0.10, -0.36], [0.03, -0.05, -0.14], [-0.10, -0.06, 0.05], [-0.08, -0.05, 0.08], [-0.01, 0.08, 0.07], [0.08, -0.02, -0.08], [-0.06, 0.04, 0.13], [0.02, 0.00, -0.01], [0.00, 0.00, -0.02], [0.00, 0.00, 0.06], [-0.06, 0.04, 0.01], [0.12, -0.08, -0.14], [-0.02, 0.00, 0.00], [0.01, 0.00, 0.00], [0.01, -0.01, -0.01], [0.06, -0.03, -0.04], [0.04, 0.06, 0.11], [-0.01, -0.03, 0.00], [0.00, 0.00, 0.00], [0.01, 0.00, 0.05], [-0.06, 0.02, -0.01], [-0.01, 0.01, -0.02], [0.00, 0.00, 0.00], [0.00, 0.00, 0.00], [0.01, -0.01, -0.01]], "lowdin_charge": [-0.109, -0.159, -0.171, -0.099, 0.064, -0.066, 0.005, -0.170, -0.011, -0.109, -0.381, -0.013, -0.058, -0.112, 0.131, -0.777, 0.831, -0.260, 0.129, -0.083, 0.003, -0.052, -0.057, 0.004, -0.087, -0.298, 0.141, 0.091, 0.083, 0.071, 0.130, 0.126, 0.133, 0.112, 0.135, 0.117, 0.074, 0.080, 0.085, 0.083, 0.120, 0.106, 0.106, 0.122, 0.010, -0.122, -0.102, -0.116, -0.147, 0.097, 0.079, 0.091, 0.087, 0.101, -0.003, -0.150, -0.111, -0.110, -0.144, 0.139, 0.104, 0.090, 0.090, 0.105], "total_charge": 0}

No. 2
{"formula": "C28H27N5O3", "method": "ωB97M-V with the def2-TZVPD basis set", "species": ["O", "C", "O", "C", "C", "C", "C", "C", "N", "C", "C", "O", "H", "H", "H", "H", "H", "H", "H", "C", "C", "C", "N", "C", "C", "H", "H", "H", "H", "H", "C", "C", "C", "N", "C", "C", "H", "H", "H", "H", "H", "C", "C", "C", "N", "C", "C", "H", "H", "H", "H", "H", "C", "C", "C", "N", "C", "C", "H", "H", "H", "H", "H"], "positions_angstrom": [[-0.7028, -1.2374, 2.2831], [-1.2366, -1.4462, 1.1848], [-0.6960, -2.2153, 0.0897], [-0.9386, -1.2952, -1.0427], [-2.1486, -0.2931, -0.6129], [-1.6623, 1.1528, -0.1445], [-2.3533, 2.0079, 0.9658], [-1.7050, 3.3707, 1.2977], [-0.5401, 3.9544, 0.7187], [0.0495, 3.1739, -0.3177], [-0.3982, 1.7874, -0.8342], [-2.4910, -0.9653, 0.6559], [0.1000, -0.8427, -1.1814], [-1.1807, -2.0003, -1.9057], [-3.0570, -0.3984, -1.2907], [-3.2902, 1.6326, 1.4862], [-2.2219, 3.9828, 2.1265], [0.9885, 3.6185, -0.8201], [0.1503, 1.2546, -1.6741], [3.0846, -4.3829, 2.0950], [3.0368, -5.4433, 2.9889], [1.8446, -5.6890, 3.6508], [0.7309, -4.9580, 3.4811], [0.8048, -3.9367, 2.6119], [1.9479, -3.6120, 1.8989], [3.9995, -4.1593, 1.5565], [3.9054, -6.0651, 3.1672], [1.7564, -6.5084, 4.3569], [-0.1054, -3.3631, 2.4959], [1.9491, -2.7775, 1.2088], [-5.8158, 5.7873, 2.0562], [-6.6582, 5.0678, 2.8915], [-6.8460, 3.7202, 2.6298], [-6.2627, 3.0684, 1.6111], [-5.4541, 3.7882, 0.8172], [-5.1983, 5.1382, 0.9967], [-5.6421, 6.8439, 2.2290], [-7.1573, 5.5425, 3.7270], [-7.4926, 3.1143, 3.2562], [-4.9979, 3.2370, 0.0011], [-4.5343, 5.6685, 0.3254], [5.9335, 3.4575, -1.3084], [5.0986, 2.8556, -0.3783], [3.7659, 3.2333, -0.3529], [3.2338, 4.1526, -1.1746], [4.0639, 4.7208, -2.0637], [5.4094, 4.4096, -2.1712], [6.9826, 3.1877, -1.3605], [5.4740, 2.1096, 0.3109], [3.0725, 2.7888, 0.3543], [3.6084, 5.4614, -2.7133], [6.0321, 4.8990, -2.9096], [1.5723, -6.2237, -3.0210], [0.6814, -6.0766, -4.0743], [0.3385, -4.7933, -4.4680], [0.8154, -3.6807, -3.8870], [1.6744, -3.8516, -2.8694], [2.0823, -5.0908, -2.4035], [1.8663, -7.2119, -2.6842], [0.2631, -6.9388, -4.5783], [-0.3519, -4.6264, -5.2885], [2.0422, -2.9359, -2.4169], [2.7799, -5.1687, -1.5789]], "atomic_forces_ev_per_a": [[-2.72, -0.95, -4.44], [0.72, -0.03, 0.60], [-1.02, 2.82, 1.88], [0.86, -0.95, -0.97], [1.16, -0.81, 1.69], [1.68, 3.57, -0.28], [3.35, 0.69, -2.43], [-0.02, -1.84, -1.00], [-1.94, -4.33, -1.47], [-0.99, -1.61, -0.01], [-2.71, 1.71, 3.39], [1.69, 0.22, 1.14], [-1.76, -0.09, -0.21], [0.18, 1.32, 0.97], [1.33, 0.54, 0.92], [1.48, 0.63, -0.69], [1.01, -1.00, -1.50], [-1.66, -0.58, 0.99], [-0.78, 0.96, 1.31], [0.02, 0.05, -0.05], [0.00, 0.07, -0.07], [-0.53, 0.25, 0.02], [0.64, 0.07, -0.35], [-0.30, -0.50, 0.40], [0.20, -0.11, 0.01], [-0.04, -0.01, 0.04], [-0.06, 0.01, 0.01], [0.07, 0.01, -0.02], [0.19, -0.09, 0.03], [-0.08, -0.03, 0.06], [0.02, 0.08, 0.01], [0.09, 0.05, -0.09], [0.17, -0.40, -0.37], [0.13, 0.63, 0.11], [-0.34, -0.42, 0.22], [-0.06, 0.08, 0.10], [-0.01, -0.07, -0.01], [0.02, -0.05, -0.04], [0.01, 0.07, 0.01], [0.03, 0.09, 0.01], [-0.02, -0.06, 0.02], [0.08, -0.02, -0.01], [0.08, 0.07, -0.10], [-0.37, 0.36, -0.25], [0.70, -0.25, -0.07], [-0.47, -0.11, 0.28], [0.04, -0.10, 0.11], [-0.07, 0.02, 0.00], [-0.05, 0.04, -0.02], [0.05, -0.02, 0.02], [0.07, -0.02, -0.01], [-0.06, -0.01, 0.03], [0.03, -0.08, 0.03], [0.10, 0.01, 0.10], [0.11, 0.54, 0.14], [0.14, -0.56, 0.24], [-0.36, 0.20, -0.40], [-0.04, -0.10, -0.06], [-0.02, 0.07, -0.02], [0.01, 0.06, 0.01], [0.01, -0.06, 0.02], [0.04, -0.06, 0.03], [-0.06, 0.03, -0.02]], "lowdin_charge": [0.132, -0.386, -0.038, -0.076, -0.170, -0.083, 0.016, -0.119, 0.012, -0.119, 0.015, -0.024, 0.123, 0.137, 0.169, 0.104, 0.106, 0.072, 0.091, -0.091, -0.086, -0.159, 0.061, -0.137, -0.068, 0.101, 0.097, 0.099, 0.076, 0.098, -0.082, -0.078, -0.154, 0.054, -0.171, -0.080, 0.105, 0.101, 0.101, 0.096, 0.104, -0.080, -0.072, -0.150, 0.044, -0.145, -0.075, 0.106, 0.102, 0.100, 0.104, 0.102, -0.078, -0.076, -0.156, 0.048, -0.159, -0.072, 0.107, 0.101, 0.101, 0.098, 0.099], "total_charge": 0}

No. 3
{"formula": "C28H27N5O3Zn", "method": "ωB97M-V with the def2-TZVPD basis set", "species": ["Zn", "C", "C", "N", "C", "C", "C", "C", "C", "C", "C", "N", "C", "C", "C", "C", "C", "C", "C", "C", "N", "C", "H", "H", "H", "H", "H", "H", "H", "H", "H", "H", "H", "H", "N", "C", "C", "C", "N", "H", "H", "H", "H", "H", "H", "H", "H", "H", "H", "O", "C", "C", "C", "C", "C", "C", "C", "O", "O", "H", "H", "H", "H", "H"], "positions_angstrom": [[-0.4871, -0.0421, -0.6410], [-0.4555, -2.0298, 3.4101], [-0.8309, -1.7909, 2.0818], [-0.6884, -0.6238, 1.4949], [-0.1634, 0.4156, 2.1979], [0.2532, 0.2642, 3.5424], [0.0930, -1.0062, 4.1324], [0.7990, 1.3692, 4.2318], [0.9280, 2.5655, 3.5852], [0.5104, 2.7354, 2.2541], [-0.0550, 1.6981, 1.5392], [-0.5616, 1.7099, 0.2672], [-1.3048, 2.6622, -0.3343], [-1.2473, 4.0444, -0.1700], [-2.0961, 4.9039, -0.8785], [-3.0549, 4.4360, -1.7394], [-3.2147, 3.0445, -1.8959], [-4.2523, 2.4712, -2.6621], [-4.4029, 1.1125, -2.6993], [-3.4836, 0.3148, -2.0035], [-2.4721, 0.8069, -1.3249], [-2.3319, 2.1539, -1.2277], [-0.5912, -3.0141, 3.8366], [-1.2399, -2.5938, 1.4785], [0.4128, -1.1582, 5.1564], [1.1106, 1.2494, 5.2619], [1.3644, 3.4102, 4.1039], [0.6838, 3.6903, 1.7820], [-0.5331, 4.4726, 0.5151], [-1.9844, 5.9722, -0.7385], [-3.7078, 5.1118, -2.2770], [-4.9399, 3.1197, -3.1917], [-5.2105, 0.6486, -3.2490], [-3.6012, -0.7644, -1.9944], [-0.8901, -1.7918, -2.0353], [0.1048, -2.1149, -3.0799], [0.3814, -0.9443, -4.0197], [1.2063, 0.1658, -3.3735], [0.3928, 0.9718, -2.4530], [-0.9665, -2.6008, -1.4227], [-1.7944, -1.6676, -2.4743], [-0.2280, -2.9784, -3.6648], [1.0329, -2.3936, -2.5827], [-0.5605, -0.5339, -4.4026], [0.9347, -1.3317, -4.8769], [1.6627, 0.7871, -4.1513], [2.0076, -0.2824, -2.7859], [-0.2704, 1.5351, -2.9752], [0.9968, 1.6152, -1.9482], [1.1040, -3.4238, 0.1352], [2.1193, -3.2362, 1.0097], [2.5569, -4.3152, 1.7736], [3.6032, -4.1577, 2.6632], [4.2262, -2.9222, 2.8073], [3.7850, -1.8488, 2.0553], [2.7351, -1.9829, 1.1522], [2.2637, -0.7710, 0.3922], [2.7269, 0.3329, 0.6245], [1.2855, -0.9896, -0.4496], [1.0497, -2.5318, -0.3130], [2.0664, -5.2721, 1.6445], [3.9385, -5.0052, 3.2483], [5.0468, -2.8005, 3.5021], [4.2379, -0.8709, 2.1563]], "atomic_forces_ev_per_a": [[-0.11, -0.31, -0.42], [0.03, -0.01, 0.16], [0.03, 0.12, -0.13], [-0.13, -0.16, 0.13], [0.13, 0.08, 0.34], [-0.08, -0.06, -0.28], [-0.03, -0.07, -0.08], [0.08, 0.19, 0.05], [0.02, -0.15, 0.21], [-0.08, -0.02, -0.18], [-0.09, 0.16, 0.09], [0.08, 0.16, 0.06], [0.06, 0.17, 0.16], [0.06, -0.19, 0.10], [-0.22, 0.00, -0.18], [0.03, 0.24, 0.07], [0.18, -0.27, 0.07], [0.02, -0.10, 0.01], [-0.10, 0.09, -0.08], [0.17, 0.07, 0.05], [-0.27, -0.02, -0.08], [-0.22, 0.35, -0.09], [0.02, 0.00, -0.01], [0.02, 0.00, 0.02], [0.00, 0.01, 0.00], [0.03, 0.00, -0.02], [0.00, 0.00, 0.00], [-0.03, -0.04, 0.01], [0.00, 0.00, -0.08], [-0.01, 0.00, 0.02], [0.00, 0.00, 0.02], [0.01, 0.01, 0.00], [0.00, 0.00, 0.01], [0.01, 0.00, -0.05], [0.04, -0.12, 0.27], [0.03, 0.07, -0.19], [0.06, 0.02, 0.31], [-0.07, -0.05, -0.11], [0.20, 0.03, -0.11], [-0.11, 0.01, -0.02], [-0.05, -0.02, 0.00], [0.00, 0.01, 0.02], [-0.02, -0.02, 0.03], [0.00, -0.02, -0.05], [-0.03, 0.00, -0.03], [-0.01, -0.02, 0.01], [0.03, 0.04, -0.01], [-0.01, 0.05, 0.02], [-0.06, 0.02, 0.05], [0.10, -0.13, -0.06], [0.09, 0.00, 0.02], [-0.06, -0.09, 0.00], [-0.03, 0.04, -0.02], [0.05, 0.04, 0.05], [0.01, 0.00, 0.05], [0.00, 0.00, -0.11], [-0.25, 0.29, 0.37], [0.09, -0.05, -0.18], [0.58, -0.42, -0.24], [-0.20, 0.11, 0.04], [0.00, 0.01, 0.00], [0.00, -0.01, 0.00], [-0.01, 0.00, 0.00], [-0.02, 0.01, -0.03]], "lowdin_charge": [0.657, -0.043, -0.122, 0.083, -0.141, -0.152, 0.000, -0.049, -0.074, -0.012, -0.208, -0.011, -0.227, -0.013, -0.084, -0.066, -0.164, -0.009, -0.054, -0.139, 0.072, -0.154, 0.107, 0.111, 0.119, 0.108, 0.104, 0.091, 0.083, 0.105, 0.105, 0.118, 0.104, 0.102, 0.014, -0.234, -0.178, -0.241, 0.009, 0.091, 0.062, 0.114, 0.109, 0.113, 0.113, 0.112, 0.111, 0.092, 0.099, 0.016, -0.276, -0.022, -0.090, -0.095, -0.021, -0.068, -0.548, 0.065, -0.148, 0.028, 0.113, 0.100, 0.096, 0.118], "relative_energy_kj_mol": 62.1, "total_charge": 0}

no.,calculated total energy (eV),gap between HOMO and LUMO (eV)
1,-55015.1260,6.909
2,-43061.5409,9.225
3,-91489.0884,6.728